(1)
Below is a molecular structure, C4H4FNOS in a non-equilibrium geometry, with properties calculated with the ωB97M-V functional and the def2-TZVPD basis.

Summary:
Relative energy (zero: lowest compared OMol25 entry of this formula, charge and spin), kJ/mol: 184.1

The geometry in ORCA input format:
```
! RIJCOSX wB97M-V def2-TZVPD def2/J DEFGRID3
* xyz 0 1
C 1.15 -0.19 -0.54
O -0.96 0.14 0.72
H -0.88 1.02 2.59
F -2.12 -0.40 -2.17
N 0.09 -0.48 -2.77
C -0.84 -0.28 -1.95
H 0.66 1.04 1.83
C -0.19 -0.07 -0.34
H 1.96 -0.21 0.21
H -0.16 -0.43 2.64
S 1.56 -0.55 -2.17
C -0.29 0.42 1.94
*
```

How is the electron density shared among the atoms? According to Löwdin, the charges in e are: number 1, C, carries -0.39; number 2, O, carries -0.06; number 3, H, carries 0.07; number 4, F, carries 0.12; number 5, N, carries -0.30; number 6, C, carries -0.35; number 7, H, carries 0.11; number 8, C, carries -0.25; number 9, H, carries 0.08; number 10, H, carries 0.11; number 11, S, carries 0.94; number 12, C, carries -0.09

(2)
Below is C4H8N2OS in the gas phase in a non-equilibrium geometry, with properties calculated with the ωB97M-V functional and the def2-TZVPD basis.

Summary:
Relative energy (zero: lowest compared OMol25 entry of this formula, charge and spin), kJ/mol: 789.0

The geometry in ORCA input format:
```
! RIJCOSX wB97M-V def2-TZVPD def2/J DEFGRID3
* xyz 0 1
O -1.42 -2.44 0.88
H 2.61 1.72 -0.03
H -0.31 2.38 -1.79
H 0.34 2.39 -0.22
S -0.76 -0.01 0.62
C 1.45 1.25 -1.74
H -1.25 0.12 -1.45
C 2.53 1.33 -1.06
N -1.09 -1.41 0.00
H 1.34 0.94 -2.73
C 0.22 1.83 -1.11
C -0.87 -2.29 2.14
H 0.16 -1.89 2.05
H -0.79 -3.32 2.47
H -1.29 -1.45 2.71
N -0.85 0.84 -0.74
*
```

How is the electron density shared among the atoms? According to Löwdin, the charges in e are: number 1, O, carries -0.25; number 2, H, carries 0.05; number 3, H, carries 0.08; number 4, H, carries 0.09; number 5, S, carries 0.90; number 6, C, carries -0.22; number 7, H, carries 0.12; number 8, C, carries 0.13; number 9, N, carries -0.37; number 10, H, carries 0.08; number 11, C, carries -0.26; number 12, C, carries -0.19; number 13, H, carries 0.06; number 14, H, carries 0.10; number 15, H, carries 0.06; number 16, N, carries -0.40

(3)
Below is 3 unconnected molecules or ions with the total composition C2H12NO2 in a non-equilibrium geometry, with properties calculated with the ωB97M-V functional and the def2-TZVPD basis.

Summary:
Relative energy (zero: lowest compared OMol25 entry of this formula, charge and spin), kJ/mol: 74.3

The geometry in ORCA input format:
```
! RIJCOSX wB97M-V def2-TZVPD def2/J DEFGRID3
* xyz 1 1
H 0.00 1.61 1.68
H -1.72 -2.27 -0.74
C 0.60 1.37 0.83
H -1.20 0.62 0.17
H 0.94 2.26 0.32
N -0.22 0.49 -0.06
O 1.74 -1.45 1.18
O -2.15 -1.51 -0.35
H -0.09 1.84 -1.66
H -0.74 0.26 -2.17
C -0.06 0.77 -1.49
H 1.49 0.88 1.16
H -3.04 -1.43 -0.70
H 0.07 -0.45 0.21
H 2.22 -1.18 1.98
H 0.89 0.40 -1.89
H 1.25 -2.21 1.52
*
```

How is the electron density shared among the atoms? According to Löwdin, the charges in e are: number 1, H, carries 0.11; number 2, H, carries 0.06; number 3, C, carries 0.01; number 4, H, carries 0.15; number 5, H, carries 0.11; number 6, N, carries -0.04; number 7, O, carries -0.05; number 8, O, carries -0.04; number 9, H, carries 0.10; number 10, H, carries 0.10; number 11, C, carries -0.02; number 12, H, carries 0.07; number 13, H, carries 0.07; number 14, H, carries 0.12; number 15, H, carries 0.07; number 16, H, carries 0.12; number 17, H, carries 0.07

(4)
Below is C14H26N2O4 in the gas phase, with properties calculated with the ωB97M-V functional and the def2-TZVPD basis.

Summary:
Structure (SMILES): CCCOC[C@@]1(CC=O)C[C@](CN)(COCC)NC1=O
Relative energy (zero: lowest compared OMol25 entry of this formula, charge and spin), kJ/mol: 0.0

The geometry in ORCA input format:
```
! RIJCOSX wB97M-V def2-TZVPD def2/J DEFGRID3
* xyz 0 1
H 1.70 0.32 1.61
H 0.95 2.74 0.16
H 1.84 -0.69 4.04
O -3.49 1.89 -1.89
C 0.50 -1.41 -0.19
C 0.17 2.56 0.91
H 1.71 -1.21 -1.82
H -1.16 1.13 -1.82
C -0.39 -3.07 -3.18
H 0.50 1.08 -1.33
H -2.21 -0.74 -2.25
H -1.90 -2.27 -1.42
C 1.05 -3.42 -3.50
C 1.93 1.33 1.97
H -1.96 -1.35 0.96
H 1.44 -2.77 -4.28
H 0.30 -2.47 -0.36
H 1.09 -4.45 -3.86
O -0.47 -1.70 -2.81
C -2.10 2.66 -0.09
H -1.02 -3.24 -4.06
H 2.09 0.49 5.32
H 1.68 -3.35 -2.62
H 2.08 -0.17 -0.61
H 0.70 0.65 4.25
H -0.77 -3.70 -2.37
C -3.30 1.98 -0.71
H 2.61 1.80 1.25
C -1.57 0.63 1.18
H -1.74 3.42 -0.79
N 1.78 -1.11 -0.81
C 2.58 1.23 3.34
H -0.27 3.52 1.16
H -2.41 3.13 0.84
C 1.75 0.37 4.29
H 0.60 -1.29 0.88
C -0.75 -0.63 -0.66
C -1.42 -1.37 -1.81
C -0.94 1.68 0.26
C -0.51 0.87 -0.98
H 2.70 2.24 3.74
O -1.97 0.80 2.30
N -1.71 -0.52 0.44
O 0.75 2.10 2.10
H -4.01 1.52 0.01
H 3.58 0.81 3.21
*
```

How is the electron density shared among the atoms? According to Löwdin, the charges in e are: number 1, H, carries 0.10; number 2, H, carries 0.13; number 3, H, carries 0.07; number 4, O, carries 0.06; number 5, C, carries -0.19; number 6, C, carries -0.14; number 7, H, carries 0.06; number 8, H, carries 0.11; number 9, C, carries -0.27; number 10, H, carries 0.12; number 11, H, carries 0.13; number 12, H, carries 0.13; number 13, C, carries -0.07; number 14, C, carries -0.23; number 15, H, carries 0.16; number 16, H, carries 0.08; number 17, H, carries 0.12; number 18, H, carries 0.08; number 19, O, carries -0.14; number 20, C, carries -0.09; number 21, H, carries 0.12; number 22, H, carries 0.07; number 23, H, carries 0.07; number 24, H, carries 0.05; number 25, H, carries 0.07; number 26, H, carries 0.11; number 27, C, carries -0.25; number 28, H, carries 0.13; number 29, C, carries -0.44; number 30, H, carries 0.14; number 31, N, carries 0.03; number 32, C, carries -0.22; number 33, H, carries 0.13; number 34, H, carries 0.13; number 35, C, carries -0.10; number 36, H, carries 0.11; number 37, C, carries -0.38; number 38, C, carries -0.15; number 39, C, carries -0.28; number 40, C, carries -0.02; number 41, H, carries 0.11; number 42, O, carries 0.11; number 43, N, carries 0.16; number 44, O, carries -0.12; number 45, H, carries 0.14; number 46, H, carries 0.11

(5)
Below is C4H4N2O in the gas phase in a non-equilibrium geometry, with properties calculated with the ωB97M-V functional and the def2-TZVPD basis.

Summary:
Structure (SMILES): O=Nc1ccc[nH]1
Relative energy (zero: lowest compared OMol25 entry of this formula, charge and spin), kJ/mol: 421.1

The geometry in ORCA input format:
```
! RIJCOSX wB97M-V def2-TZVPD def2/J DEFGRID3
* xyz 0 1
H -0.87 1.83 -0.13
C 0.42 -1.15 -0.16
O -2.87 0.31 -0.02
C 1.51 -0.37 0.01
N -2.19 -0.74 0.07
C 1.02 0.90 0.06
H 0.46 -2.37 -0.08
N -0.34 0.88 -0.10
H 1.26 2.09 0.02
C -0.82 -0.41 0.03
H 2.42 -0.96 0.29
*
```

How is the electron density shared among the atoms? According to Löwdin, the charges in e are: number 1, H, carries 0.20; number 2, C, carries -0.06; number 3, O, carries -0.08; number 4, C, carries -0.14; number 5, N, carries 0.01; number 6, C, carries -0.13; number 7, H, carries 0.16; number 8, N, carries 0.03; number 9, H, carries 0.17; number 10, C, carries -0.29; number 11, H, carries 0.13

(6)
Below is a molecular structure, C26H34Cl2F6N2OPdSSb, with properties calculated with the ωB97M-V functional and the def2-TZVPD basis.

Summary:
Relative energy (zero: lowest compared OMol25 entry of this formula, charge and spin), kJ/mol: 81.8
⟨S²⟩: 3.761

The geometry in ORCA input format:
```
! RIJCOSX wB97M-V def2-TZVPD def2/J DEFGRID3
* xyz 2 4
Cl 1.06 4.03 -3.34
C -1.55 -1.45 0.17
H 2.95 -0.26 0.02
C 1.58 1.12 5.25
H -2.48 -4.55 -2.35
H -0.74 0.08 6.17
H -2.03 -2.47 -3.01
H -1.45 2.73 4.65
F -2.13 1.98 -0.54
F -0.45 3.79 -0.85
C 1.06 2.35 2.53
H 2.71 -4.15 -1.76
Cl 0.91 1.29 -4.29
C 3.19 -2.55 -3.10
H -3.79 -2.70 1.34
H 2.57 -2.70 0.23
H 3.65 -0.76 -4.20
Pd 0.39 1.88 -1.71
H -0.85 -0.43 2.67
C 0.32 1.32 3.12
H 4.91 1.23 -0.37
C -2.57 -4.63 -1.27
C -0.27 0.38 2.27
C -2.08 -2.22 -0.86
N 0.61 1.48 0.40
H 1.53 3.11 3.13
C 2.79 -2.27 -0.73
F -1.47 2.47 -2.87
H -2.43 -3.85 1.39
C 1.19 2.41 1.16
H 1.75 3.19 0.67
C -0.70 -0.40 -0.11
C 0.18 1.26 4.64
H 1.49 1.07 6.33
H 3.26 -3.19 -3.97
C -0.69 0.08 5.08
H 5.85 1.13 -1.90
H -3.26 -5.44 -1.05
F -3.99 3.14 -2.09
C -3.35 -3.57 0.86
F -2.01 5.01 -2.64
C -0.12 0.49 0.90
C 0.73 3.02 -4.75
S 3.56 1.35 -2.31
H -0.26 -0.88 4.78
H 0.15 3.44 4.91
Sb -2.32 3.62 -1.49
C 3.41 -1.19 -3.23
H -0.53 -0.58 -3.39
H -1.59 -4.90 -0.87
C -1.67 -1.91 -2.16
H -1.83 -1.64 1.19
H -1.71 0.15 4.70
C 3.33 -0.39 -2.10
C 3.02 -0.91 -0.85
H 1.46 3.23 -5.53
H -4.05 -4.39 0.97
N -0.35 -0.11 -1.37
C -4.41 -2.92 -1.30
C -3.09 -3.33 -0.63
C 2.88 -3.09 -1.86
H -0.29 3.18 -5.07
H -4.79 -1.98 -0.89
H -5.16 -3.69 -1.14
H 2.22 1.97 5.01
H -0.62 2.52 6.20
C -0.47 2.57 5.12
H 2.07 0.21 4.91
F -2.89 4.50 0.02
C 5.04 1.63 -1.37
O 2.50 2.03 -1.37
H 5.21 2.71 -1.35
C -0.82 -0.85 -2.38
H -4.29 -2.79 -2.38
*
```

How is the electron density shared among the atoms? According to Löwdin, the charges in e are: number 1, Cl, carries 0.68; number 2, C, carries 0.09; number 3, H, carries 0.11; number 4, C, carries -0.03; number 5, H, carries 0.08; number 6, H, carries 0.10; number 7, H, carries 0.13; number 8, H, carries 0.10; number 9, F, carries -0.34; number 10, F, carries -0.41; number 11, C, carries 0.05; number 12, H, carries 0.12; number 13, Cl, carries 0.64; number 14, C, carries -0.04; number 15, H, carries 0.09; number 16, H, carries 0.12; number 17, H, carries 0.12; number 18, Pd, carries 1.17; number 19, H, carries 0.11; number 20, C, carries -0.10; number 21, H, carries 0.07; number 22, C, carries -0.03; number 23, C, carries 0.09; number 24, C, carries -0.11; number 25, N, carries 0.02; number 26, H, carries 0.13; number 27, C, carries -0.05; number 28, F, carries -0.44; number 29, H, carries 0.09; number 30, C, carries -0.07; number 31, H, carries 0.13; number 32, C, carries -0.19; number 33, C, carries -0.55; number 34, H, carries 0.10; number 35, H, carries 0.12; number 36, C, carries -0.05; number 37, H, carries 0.09; number 38, H, carries 0.10; number 39, F, carries -0.29; number 40, C, carries -0.05; number 41, F, carries -0.30; number 42, C, carries -0.18; number 43, C, carries -0.82; number 44, S, carries 0.98; number 45, H, carries 0.09; number 46, H, carries 0.09; number 47, Sb, carries 1.42; number 48, C, carries -0.08; number 49, H, carries 0.07; number 50, H, carries 0.10; number 51, C, carries 0.04; number 52, H, carries 0.12; number 53, H, carries 0.10; number 54, C, carries -0.44; number 55, C, carries -0.08; number 56, H, carries 0.05; number 57, H, carries 0.10; number 58, N, carries 0.02; number 59, C, carries -0.02; number 60, C, carries -0.55; number 61, C, carries -0.04; number 62, H, carries 0.05; number 63, H, carries 0.10; number 64, H, carries 0.10; number 65, H, carries 0.08; number 66, H, carries 0.10; number 67, C, carries -0.02; number 68, H, carries 0.10; number 69, F, carries -0.29; number 70, C, carries -0.19; number 71, O, carries -0.65; number 72, H, carries 0.08; number 73, C, carries -0.09; number 74, H, carries 0.09

Look up the relative energy (zero: lowest compared OMol25 entry of this formula, charge and spin) of the third one.
74.3 kJ/mol